Entry 1:
{
  "formula": "C4H14N2O",
  "method": "wB97M-V/def2-TZVPD",
  "elements": ["N", "C", "C", "C", "C", "N", "H", "H", "H", "H", "H", "H", "H", "H", "H", "H", "H", "H", "H", "H", "O"],
  "xyz": [[0.677, 0.057, 1.429], [0.674, -2.201, -0.572], [-0.584, -1.549, -0.040], [-0.394, -0.101, 0.438], [-1.717, 0.427, 0.990], [-1.992, 1.824, 0.753], [1.518, 0.390, 0.979], [0.916, -0.835, 1.841], [1.012, -1.694, -1.478], [1.503, -2.230, 0.132], [0.571, -3.256, -0.845], [-0.978, -2.145, 0.797], [-1.392, -1.629, -0.764], [-0.147, 0.476, -0.440], [-2.525, -0.152, 0.528], [-1.776, 0.242, 2.064], [-2.109, 2.044, -0.230], [-1.413, 2.485, 1.248], [2.961, 1.578, -1.649], [3.200, 1.131, -3.030], [2.453, 1.332, -2.444]],
  "spin_multiplicity": 1,
  "mol_weight_g_mol": 106.17,
  "fmax_ev_per_a": 1.2,
  "gap_ev": 9.11,
  "de_lowest_kj_mol": 104.01,
  "charge": 0,
  "smiles": "CC[C@H](N)CN.O",
  "e_tot_ev": -9402.529
}

***

Entry 2:
{
  "formula": "C4H14N2O",
  "method": "wB97M-V/def2-TZVPD",
  "elements": ["C", "N", "C", "C", "N", "C", "H", "H", "H", "H", "H", "H", "H", "H", "H", "H", "H", "H", "H", "H", "O"],
  "xyz": [[-2.073, -0.307, 1.508], [-0.999, -0.107, 0.558], [0.225, -0.801, 0.921], [1.439, -0.482, 0.064], [1.915, 0.904, 0.096], [1.444, 1.715, -1.054], [-2.080, -1.383, 1.722], [-3.063, -0.111, 1.075], [-2.075, 0.434, 2.299], [-0.880, 0.849, 0.256], [0.505, -0.645, 1.979], [0.026, -1.853, 0.770], [2.247, -1.083, 0.570], [1.426, -0.865, -0.976], [1.565, 1.292, 0.969], [1.721, 2.775, -0.899], [2.091, 1.503, -1.903], [0.424, 1.363, -1.303], [-1.015, -1.799, -2.305], [-1.385, -0.429, -1.774], [-1.459, -0.970, -2.574]],
  "spin_multiplicity": 1,
  "mol_weight_g_mol": 106.17,
  "fmax_ev_per_a": 2.0,
  "gap_ev": 9.75,
  "de_lowest_kj_mol": 195.94,
  "charge": 0,
  "smiles": "CNCCNC.O",
  "e_tot_ev": -9401.576
}

***

Entry 3:
{
  "formula": "C4H14N2O",
  "method": "wB97M-V/def2-TZVPD",
  "elements": ["C", "O", "C", "C", "C", "N", "N", "H", "H", "H", "H", "H", "H", "H", "H", "H", "H", "H", "H", "H", "H"],
  "xyz": [[0.086, 1.700, -0.926], [-0.622, 2.037, -2.104], [-0.488, 0.666, 0.020], [0.553, 0.041, 0.885], [0.148, -0.910, 2.020], [0.998, -2.137, 1.837], [-0.665, -0.852, -1.592], [1.073, 1.453, -1.349], [0.341, 2.522, -0.225], [-1.324, 2.638, -1.824], [-1.257, 1.177, 0.584], [1.332, 0.761, 1.235], [0.907, -0.561, 0.036], [-0.904, -1.273, 1.916], [0.280, -0.337, 2.946], [1.977, -1.881, 1.637], [0.541, -2.759, 1.177], [1.163, -2.757, 2.638], [-0.924, -1.197, -2.503], [-1.262, -1.437, -1.008], [-1.171, 0.060, -1.665]],
  "spin_multiplicity": 2,
  "mol_weight_g_mol": 106.17,
  "fmax_ev_per_a": 3.8,
  "gap_ev": [7.58, 9.91],
  "de_lowest_kj_mol": 210.54,
  "charge": 1,
  "s2": 0.753,
  "e_tot_ev": -9392.387
}

***

Entry 4:
{
  "formula": "C4H14N2O",
  "method": "wB97M-V/def2-TZVPD",
  "elements": ["C", "C", "C", "C", "N", "N", "H", "H", "H", "H", "H", "H", "H", "H", "H", "H", "H", "H", "H", "H", "O"],
  "xyz": [[-2.236, 0.786, -0.442], [-1.557, 0.684, 0.934], [-0.007, 0.437, 0.889], [0.693, -1.808, -0.021], [0.620, -0.367, -0.163], [-2.380, -0.464, -1.120], [-1.672, 1.468, -1.088], [-3.201, 1.301, -0.483], [-2.038, -0.123, 1.487], [-1.632, 1.589, 1.532], [0.394, -0.006, 1.814], [0.445, 1.403, 0.853], [1.297, -2.116, 0.848], [1.100, -2.237, -0.938], [1.547, -0.045, -0.459], [-3.165, -1.044, -0.773], [-2.350, -0.691, -2.092], [-0.308, -2.213, 0.152], [4.474, 0.512, 0.730], [4.660, 0.893, -0.836], [3.978, 0.824, -0.092]],
  "spin_multiplicity": 2,
  "mol_weight_g_mol": 106.17,
  "fmax_ev_per_a": 3.2,
  "gap_ev": [4.70, 8.44],
  "de_lowest_kj_mol": 563.80,
  "charge": 3,
  "s2": 1.760,
  "e_tot_ev": -9362.789
}